(1)
This record from OMol25 describes 14 unconnected molecules or ions with the total composition C51H140N10O15 at a distorted geometry. The level of theory is ωB97M-V/def2-TZVPD.

Properties
Total energy, Eh: -3702.903298
HOMO-LUMO gap, eV: 8.938

Element x y z (Å)
1 C 20.46455 10.98016 13.21068
2 C 19.35915 11.05980 14.29926
3 C 18.07821 11.56332 13.68742
4 O 19.08981 9.79898 14.89950
5 H 21.51542 10.74964 13.38564
6 H 20.52900 11.99208 12.81076
7 H 20.14763 10.38470 12.35448
8 H 19.74399 11.79104 15.01010
9 H 18.24770 12.60478 13.41404
10 H 17.35884 11.56786 14.50632
11 H 17.79473 10.97338 12.81582
12 H 19.91717 9.52698 15.30334
13 C 11.40579 13.89500 18.50580
14 C 12.05663 13.86736 17.10969
15 C 12.53598 12.46408 16.75726
16 O 11.14070 14.32296 16.17678
17 H 12.08115 13.56160 19.29374
18 H 10.56260 13.20426 18.50682
19 H 11.10703 14.91812 18.73403
20 H 12.90579 14.54704 17.03868
21 H 11.68220 11.79756 16.87939
22 H 13.36844 11.99566 17.28234
23 H 12.74556 12.37790 15.69108
24 H 10.31167 13.84168 16.12520
25 C 17.31403 11.39282 18.00330
26 C 16.87460 12.51542 18.93734
27 C 15.58702 12.15300 19.74276
28 O 17.88814 12.95652 19.82433
29 H 16.44541 10.84054 17.64472
30 H 18.15372 10.77610 18.32378
31 H 17.81762 11.84360 17.14812
32 H 16.63178 13.31834 18.24132
33 H 15.30467 12.97124 20.40523
34 H 15.88353 11.32582 20.38770
35 H 14.71412 11.83084 19.17500
36 H 18.06679 12.37864 20.56981
37 C 14.99776 11.43022 9.97058
38 C 15.24966 12.26222 11.27746
39 O 14.02979 13.02622 11.70266
40 O 13.89046 10.49510 10.20325
41 H 15.82143 10.80946 9.61798
42 H 14.71809 12.04236 9.11316
43 H 16.08624 12.95544 11.18968
44 H 15.37282 11.49972 12.04656
45 H 13.81076 13.47924 10.88508
46 H 13.72976 9.87534 9.48791
47 C 17.21630 20.17519 16.56934
48 C 16.23799 20.33022 15.40300
49 C 16.77495 21.08426 14.15608
50 O 16.89634 22.43194 14.39718
51 C 17.84047 23.15578 13.68910
52 N 15.92993 18.94480 15.14088
53 H 18.11373 19.64425 16.25186
54 H 16.76661 19.61835 17.39141
55 H 17.44927 21.17000 16.94908
56 H 15.34212 20.92022 15.59642
57 H 16.11435 20.77896 13.34458
58 H 17.78576 20.78323 13.88086
59 H 17.59918 23.11744 12.62682
60 H 18.84465 22.76722 13.85862
61 H 17.79776 24.17084 14.08400
62 H 16.84018 18.52883 15.00488
63 H 15.62601 18.88712 14.17942
64 C 10.86510 8.81059 11.98994
65 C 11.28923 10.15570 12.57332
66 C 12.69845 10.26214 13.28444
67 O 12.62330 9.83672 14.68788
68 C 13.94079 9.74728 15.20056
69 N 11.31833 11.11442 11.44478
70 H 11.65262 8.30796 11.42846
71 H 9.99720 8.90874 11.33786
72 H 10.52668 8.05695 12.70098
73 H 10.49593 10.50352 13.23498
74 H 12.89002 11.33024 13.18160
75 H 13.43609 9.71348 12.69884
76 H 14.39879 10.71930 15.38362
77 H 14.64450 9.21008 14.56470
78 H 13.89702 9.39718 16.23187
79 H 12.21415 10.96610 11.00250
80 H 11.41175 12.03418 11.85148
81 C 24.63237 11.16680 16.79994
82 C 23.89798 11.75118 15.60860
83 C 22.73005 12.67588 16.05196
84 O 21.74682 11.87218 16.70268
85 C 20.83132 12.80598 17.37268
86 N 24.91541 12.51394 14.86676
87 H 25.49019 10.61630 16.41368
88 H 23.99623 10.50716 17.39010
89 H 25.08382 11.92816 17.43604
90 H 23.42424 10.99478 14.98288
91 H 22.16747 13.19052 15.27302
92 H 23.18619 13.42260 16.70194
93 H 20.08436 13.24876 16.71382
94 H 21.27572 13.60390 17.96760
95 H 20.26977 12.23162 18.10948
96 H 24.46560 12.91416 14.05584
97 H 25.29131 13.27590 15.41286
98 C 20.29739 19.85530 18.54190
99 C 20.98003 19.22752 17.30830
100 C 21.36004 20.38896 16.38328
101 O 21.74076 19.95606 15.05422
102 C 22.22154 21.00780 14.19738
103 N 22.22324 18.68075 17.79498
104 H 19.47052 20.47786 18.20012
105 H 21.01267 20.52264 19.02264
106 H 19.97897 19.14034 19.30054
107 H 20.33280 18.50675 16.80860
108 H 22.11584 21.05186 16.80451
109 H 20.45341 20.96407 16.19516
110 H 23.18504 21.32674 14.59494
111 H 21.63629 21.92664 14.16100
112 H 22.38213 20.73156 13.15526
113 H 22.80638 18.56861 16.97800
114 H 22.78583 19.27645 18.38550
115 C 13.07596 15.68532 13.09648
116 C 12.37725 16.81922 12.37224
117 C 10.96598 17.06628 12.90794
118 O 10.29853 18.11813 12.20644
119 C 9.09014 18.52978 12.85592
120 N 13.07769 18.03696 12.59208
121 H 12.40709 14.83130 13.20298
122 H 13.46553 15.94470 14.08088
123 H 13.89901 15.34320 12.46908
124 H 12.30598 16.55944 11.31604
125 H 10.96972 17.45312 13.92698
126 H 10.34102 16.17390 12.94216
127 H 8.49673 19.17236 12.20550
128 H 9.12224 18.96892 13.85304
129 H 8.49756 17.61686 12.79672
130 H 12.92310 18.12938 13.58588
131 H 12.49590 18.75891 12.19158
132 C 18.53482 20.14036 21.73792
133 C 17.18558 19.41316 21.56256
134 C 17.23646 18.26313 20.63796
135 O 18.16852 17.25911 21.04426
136 C 18.15690 16.10606 20.34958
137 N 16.61837 19.01428 22.85948
138 H 19.30170 19.45840 22.10522
139 H 18.43236 21.01896 22.37484
140 H 18.90964 20.49452 20.77762
141 H 16.53358 20.20706 21.19828
142 H 17.55087 18.62280 19.65821
143 H 16.33974 17.70058 20.37809
144 H 17.17255 15.64208 20.28746
145 H 18.90050 15.43294 20.77629
146 H 18.49706 16.25382 19.32460
147 H 15.62063 18.86952 22.79882
148 H 17.05636 18.10818 22.94472
149 C 21.72423 16.32350 13.69430
150 C 23.23203 16.10722 13.90238
151 C 23.88888 15.27904 12.75332
152 O 23.68934 13.91320 12.89970
153 C 24.29790 13.07764 11.88526
154 N 23.82186 17.42330 14.26640
155 H 21.32195 16.62346 14.66192
156 H 21.20815 15.43690 13.32590
157 H 21.53239 17.16476 13.02830
158 H 23.39159 15.64518 14.87664
159 H 24.95418 15.50820 12.78030
160 H 23.44657 15.58734 11.80600
161 H 24.24693 12.01904 12.13988
162 H 25.35516 13.27138 11.70424
163 H 23.68808 13.10778 10.98232
164 H 23.15214 18.11366 14.57460
165 H 24.06957 17.83152 13.37640
166 C 16.67765 18.22308 8.64882
167 C 16.32506 17.46300 9.91853
168 C 16.87529 17.97528 11.25052
169 O 18.25244 17.72004 11.54458
170 C 19.24115 18.60822 11.11380
171 N 14.87494 17.35834 9.92843
172 H 16.37775 17.70426 7.73832
173 H 17.76086 18.34364 8.63368
174 H 16.16752 19.18624 8.63540
175 H 16.66409 16.43954 9.75815
176 H 16.31120 17.42872 12.00628
177 H 16.67698 19.03987 11.37462
178 H 19.37305 18.71539 10.03713
179 H 20.18252 18.31244 11.57686
180 H 19.05196 19.58900 11.55014
181 H 14.59199 17.36606 10.89796
182 H 14.65876 18.27970 9.57564
183 C 23.23509 11.96228 20.19268
184 C 22.67970 12.84378 21.37268
185 C 21.65960 13.89798 20.92748
186 O 22.35393 14.67620 19.92058
187 C 21.73021 15.91800 19.59068
188 N 22.03505 11.97688 22.34514
189 H 23.56520 12.45730 19.27940
190 H 22.44285 11.28102 19.88226
191 H 24.15950 11.52360 20.56834
192 H 23.54534 13.29932 21.85358
193 H 21.35313 14.52144 21.76740
194 H 20.81499 13.38260 20.47020
195 H 21.65414 16.54459 20.47936
196 H 20.75403 15.96514 19.10803
197 H 22.42827 16.53211 19.02174
198 H 21.84343 12.45308 23.21498
199 H 22.59200 11.18258 22.62616
200 C 18.45126 16.20930 16.49841
201 C 18.14719 16.07046 14.95306
202 C 16.78752 15.41440 14.74002
203 O 16.74280 14.13740 15.32294
204 C 15.48831 13.51304 15.16672
205 N 18.28995 17.38712 14.33148
206 H 19.43538 16.56927 16.79844
207 H 18.27407 15.21684 16.91280
208 H 17.73064 16.84144 17.01725
209 H 18.97329 15.40734 14.69628
210 H 16.56091 15.35136 13.67570
211 H 15.98232 16.04890 15.11040
212 H 14.74470 14.00814 15.79122
213 H 15.57184 12.51508 15.59708
214 H 15.15725 13.61142 14.13288
215 H 19.25999 17.59412 14.52196
216 H 18.07161 17.37900 13.34540

(2)
This record from OMol25 describes a single C4H6N4 molecule at a distorted geometry. The level of theory is ωB97M-V/def2-TZVPD.

Properties
Total energy, Eh: -374.863872
Relative energy (zero: lowest compared OMol25 entry of this formula, charge and spin), kcal per mole: 123.9
HOMO-LUMO gap, eV: 10.448

Element x y z (Å)
1 C 1.14329 -0.28844 -0.16569
2 C -1.12723 -0.61831 -0.26006
3 C -0.65943 1.45319 0.45778
4 C 0.53186 1.17485 -0.38939
5 H 3.22951 -0.11499 -0.33491
6 H 0.66496 -2.13921 0.52050
7 H -2.02315 -2.09693 -0.04115
8 H -0.96153 0.71848 1.27790
9 H -1.36282 2.46563 0.85214
10 H 1.11871 1.79577 -0.92080
11 N 2.31123 -0.82932 -0.31046
12 N 0.14412 -1.02725 0.54311
13 N -2.16149 -1.22715 -0.45717
14 N -0.84800 0.73368 -0.77179

(3)
This record from OMol25 describes a single C4H5FN2 molecule at a distorted geometry. The level of theory is ωB97M-V/def2-TZVPD.

Properties
Total energy, Eh: -364.684063
Relative energy (zero: lowest compared OMol25 entry of this formula, charge and spin), kcal per mole: 74.8
HOMO-LUMO gap, eV: 8.404

Element x y z (Å)
1 C -2.07755 1.15331 0.33235
2 C -1.32806 -0.79646 -0.14741
3 C -0.61205 1.29715 0.44974
4 C 1.21351 -0.31020 0.02350
5 N -2.46618 -0.03482 -0.02956
6 N -0.20262 0.09512 0.06966
7 F -1.26816 -1.61170 -1.21803
8 H -2.85972 1.85787 0.63366
9 H -1.17897 -1.50630 0.65732
10 H 1.46771 -0.50640 -0.96889
11 H 1.71671 0.58082 0.32879
12 H 1.09895 -1.17631 0.65246